Here is 3 unconnected molecules or ions with the total composition C20H33BClFN2O10PS2 at a distorted geometry from the OMol25 dataset. Energies are from ωB97M-V/def2-TZVPD.

Geometry (Å):
C  -3.9618  2.2644  -3.4447
C  -4.8187  1.2863  -2.7011
N  -6.0181  1.1406  -3.0618
C  -4.2166  0.4830  -1.5307
C  -2.9382  1.1021  -1.0374
C  -1.6456  0.6537  -1.3066
C  -1.5280  -0.5877  -2.1452
O  -1.9588  -0.5994  -3.2299
O  -0.8747  -1.6899  -1.6361
P  -1.3040  -2.3367  -0.2155
O  -2.8983  -2.4248  -0.2843
O  -1.0368  -1.2268  0.9135
S  -0.3869  -3.9575  0.1379
C  -0.4921  1.3206  -0.8470
C  0.8730  0.7754  -1.2124
C  1.7835  0.3950  -0.0299
C  2.4098  -0.9788  -0.3014
Cl  3.1359  1.5319  0.1642
C  -0.6945  2.4785  -0.0875
S  0.6178  3.4887  0.5331
N  -1.9571  2.9100  0.1972
B  -2.2045  4.1903  1.0503
O  -2.7896  4.0474  2.2554
O  -1.8575  5.3692  0.5369
C  -3.0185  2.2490  -0.2670
F  -4.1901  2.7691  0.0418
H  -3.8336  3.1477  -2.8202
H  -4.4630  2.5392  -4.3597
H  -2.9854  1.8434  -3.6641
H  -6.4967  0.4655  -2.4630
H  -4.9487  0.4937  -0.7311
H  -4.0654  -0.5254  -1.8868
H  -3.1808  -2.7804  0.5717
H  -1.8556  -0.7924  1.1827
H  1.3843  1.4399  -1.9011
H  0.7088  -0.1394  -1.7625
H  1.2323  0.2950  0.8990
H  2.9084  -0.9474  -1.2649
H  1.6701  -1.7709  -0.2548
H  3.1920  -1.1363  0.4297
H  1.0273  2.7265  1.5581
H  -3.2191  3.2007  2.4030
H  -1.7859  6.0286  1.2388
O  3.1949  3.7613  2.0529
C  3.8482  4.7513  1.8303
O  5.1321  4.5983  1.5024
C  5.9715  5.6757  1.0600
C  6.5769  6.4341  2.2215
C  3.2731  6.1391  1.9914
H  5.4290  6.3270  0.3738
H  6.7577  5.1968  0.4809
H  5.8127  6.9120  2.8348
H  7.2556  7.2046  1.8575
H  7.1322  5.7535  2.8658
H  3.3267  6.4167  3.0430
H  2.2292  6.1148  1.6865
H  3.7688  6.9000  1.3949
O  1.9742  -8.5451  2.0577
C  1.0733  -8.7559  1.2977
O  0.8602  -7.8838  0.2890
C  -0.0755  -8.1159  -0.7648
C  -1.4735  -7.6832  -0.3749
C  0.1295  -9.9225  1.4846
H  -0.0378  -9.1536  -1.0989
H  0.2791  -7.5072  -1.5949
H  -1.8542  -8.2603  0.4682
H  -2.1618  -7.8040  -1.2119
H  -1.4556  -6.6358  -0.0748
H  -0.6327  -9.6415  2.2098
H  0.7008  -10.7577  1.8804
H  -0.3532  -10.2601  0.5707

## Properties
energy relative to the best compared isomer or geometry (same formula, charge and spin) = 0.00 kJ/mol
2S+1 = 1
LUMO energy = -4.754 eV
charge = +1
E = -3366.44511 a.u.
E_HOMO = -0.420 hartree
frontier orbital gap = 6.68 eV
maximum force = 2.53 eV/A

Here is 4 unconnected molecules or ions with the total composition C20H33FN6O3S at a distorted geometry from the OMol25 dataset. Energies are from ωB97M-V/def2-TZVPD.

Geometry (Å):
C  4.1812  -0.0941  3.4458
C  3.0547  -0.6019  2.9250
C  2.4126  -0.1671  1.5470
C  3.5130  -0.4356  0.4786
O  3.3361  0.3543  -0.7274
C  4.5944  0.8308  -1.2126
C  4.5147  1.0391  -2.7832
O  1.2266  -0.9566  1.4418
C  0.9541  -1.4395  0.1334
C  -0.5616  -1.9144  0.1156
C  -1.1975  -1.9299  1.5366
F  -1.3037  -0.9345  -0.6325
C  2.0615  1.3779  1.7033
N  1.7181  1.7368  3.1127
C  0.8588  1.8512  0.7963
C  1.2777  2.6934  -0.4800
S  0.0654  2.3396  -1.8273
C  -1.4835  2.9995  -1.2003
N  -1.6987  4.2376  -0.7836
N  -3.0023  4.3930  -0.4144
C  -3.5407  3.1938  -0.6209
O  -2.6701  2.2767  -1.0892
H  4.4632  -0.3811  4.4807
H  4.8628  0.5880  2.8885
H  2.5162  -1.3592  3.5393
H  3.6497  -1.5232  0.2347
H  4.5133  -0.1173  0.8743
H  5.4316  0.1092  -1.0515
H  4.7987  1.8383  -0.7608
H  3.9855  1.9760  -3.0487
H  4.0453  0.1143  -3.1862
H  5.5787  1.0219  -3.1332
H  0.9959  -0.6278  -0.6422
H  1.6070  -2.2996  -0.1647
H  -0.6717  -2.8635  -0.4539
H  -0.6972  -2.7243  2.1238
H  -2.2766  -2.2142  1.3959
H  -1.2009  -0.9339  2.0259
H  2.9524  2.0010  1.4308
H  1.9265  2.7272  3.2440
H  0.7272  1.5608  3.2622
H  0.2249  2.5387  1.4141
H  0.1753  1.0458  0.4500
H  1.1600  3.7752  -0.2152
H  2.3330  2.5603  -0.7931
H  -4.6173  3.0614  -0.4131
C  -4.4363  -2.0938  -1.2238
C  -3.9744  -3.4783  -1.4582
N  -3.6130  -4.5505  -1.6398
H  -5.5070  -2.0879  -1.0218
H  -3.9090  -1.6707  -0.3698
H  -4.2361  -1.4826  -2.1028
C  -6.3732  2.8094  -3.1775
C  -7.1281  3.1022  -1.9355
N  -7.7144  3.3282  -0.9776
H  -6.0720  3.7402  -3.6564
H  -5.4828  2.2265  -2.9435
H  -6.9997  2.2421  -3.8645
C  -0.1693  -5.8098  0.6658
C  0.6564  -4.7993  1.3621
N  1.2925  -4.0126  1.9020
H  -1.2206  -5.6622  0.9121
H  -0.0399  -5.7151  -0.4117
H  0.1326  -6.8097  0.9748

## Properties
energy relative to the best compared isomer or geometry (same formula, charge and spin) = 0.00 kJ/mol
2S+1 = 1
LUMO energy = 0.268 eV
charge = 0
E = -1834.00917 a.u.
E_HOMO = -0.317 hartree
frontier orbital gap = 8.90 eV
SMILES = C=C[C@@](COCC)(OC[C@@H](C)F)[C@H](N)CCSc1nnco1.CC#N.CC#N.CC#N
maximum force = 2.89 eV/A